The following is a quantum chemistry calculation of C4H9N3O in the gas phase at a distorted geometry, from the Open Molecules 2025 dataset.

Last column: Löwdin charge in e.
Cartesian coordinates (Å):
C (-0.27694, -1.28487, 0.59052)  -0.13
N (0.30322, -0.19804, -0.12905)  -0.25
C (1.68092, 0.21179, 0.32133)  -0.12
C (2.72849, -0.75624, -0.22670)  -0.25
O (3.79619, -0.99684, 0.29754)  0.04
N (-0.54388, 0.91023, -0.22770)  0.02
C (-1.80935, 0.78000, -0.35486)  -0.31
N (-2.68555, 1.88115, -0.37555)  0.01
H (0.52596, -2.00408, 0.86206)  0.09
H (-0.92168, -1.96486, -0.04544)  0.09
H (-0.82693, -0.97507, 1.46613)  0.08
H (1.80379, 1.22453, -0.14191)  0.13
H (1.74350, 0.23837, 1.40995)  0.12
H (2.46059, -1.24503, -1.18489)  0.12
H (-2.38301, -0.29611, -0.54750)  0.16
H (-3.44529, 1.72020, -1.08250)  0.09
H (-2.15003, 2.75489, -0.63144)  0.10

Output
HOMO-LUMO gap = 0.3363 Ha
HOMO energy = -8.24 eV
energy relative to the best compared isomer or geometry (same formula, charge and spin) = 68.9 kcal/mol
SMILES = CN(CC=O)/N=C/N

***

The following is a quantum chemistry calculation of a molecular structure, C4H9N3O, from the Open Molecules 2025 dataset.

Last column: Löwdin charge in e.
Cartesian coordinates (Å):
C (-0.34084, 0.72459, 1.78590)  -0.08
C (-2.03873, 0.71134, -0.89478)  0.02
N (-0.04409, 0.11942, 0.51766)  0.01
C (1.46299, -0.51750, -0.54116)  -0.45
C (-0.67440, 0.17661, -0.60111)  -0.50
N (1.55492, -1.88958, -0.48534)  0.13
N (2.33751, 0.37253, -0.55237)  0.12
O (0.03881, -0.30658, -1.57220)  0.01
H (2.10032, -2.23250, 0.29211)  0.10
H (0.68728, -2.38463, -0.62001)  0.09
H (3.26819, 0.01992, -0.75096)  0.06
H (0.45349, 1.43342, 2.03707)  0.08
H (-1.29247, 1.26691, 1.78219)  0.07
H (-0.38029, -0.03185, 2.57410)  0.08
H (-2.58395, 0.97217, 0.01084)  0.07
H (-1.94402, 1.59769, -1.52472)  0.09
H (-2.60472, -0.03198, -1.45723)  0.09

Output
HOMO-LUMO gap = 0.3562 Ha
HOMO energy = -8.82 eV
energy relative to the best compared isomer or geometry (same formula, charge and spin) = 58.6 kcal/mol

***

The following is a quantum chemistry calculation of C4H9N3O in the gas phase at a distorted geometry, from the Open Molecules 2025 dataset.

Last column: Löwdin charge in e.
Cartesian coordinates (Å):
C (2.30047, 0.87750, -0.03700)  -0.17
N (-0.86428, 0.47276, 1.25149)  0.11
C (-1.24104, -0.19843, 0.04104)  -0.50
N (-2.54583, 0.05151, -0.50312)  0.09
C (-0.50458, -1.38874, -0.27786)  -0.04
C (-0.05404, 0.86448, 0.03184)  -0.32
O (-0.08246, -2.19798, 0.70408)  0.07
N (1.06795, 0.23802, -0.44122)  -0.09
H (0.43035, -2.93254, 0.34063)  0.13
H (-0.33034, -0.14259, 1.86037)  0.09
H (-2.85467, 0.96555, -0.19316)  0.08
H (-2.52895, 0.05214, -1.51826)  0.08
H (-0.50070, -1.77810, -1.29217)  0.14
H (-0.21873, 1.92812, -0.17725)  0.13
H (2.23806, 1.97231, -0.16974)  0.08
H (3.12881, 0.50239, -0.64158)  0.06
H (2.55997, 0.71359, 1.02191)  0.07

Output
HOMO-LUMO gap (spin up / spin down) = 0.2556 / 0.2814 Ha
HOMO energy (spin up / spin down) = -7.10 / -7.42 eV
energy relative to the best compared isomer or geometry (same formula, charge and spin) = 127.3 kcal/mol